[1]
The following is a DFT calculation (ωB97M-V with the def2-TZVPD basis set) of a molecular structure, C21H42F9InO16PS.

Each line ends with the Mulliken charge.
Cartesian coordinates (Å):
F (-1.98710, -1.27359, -2.77357)  -0.31
H (-2.75989, 7.34033, 7.59814)  0.21
H (2.21336, -6.66969, 3.12971)  0.21
O (-5.91109, 3.20387, 1.68347)  -0.31
H (7.08208, -9.64619, 0.66304)  0.21
F (1.10205, -0.39820, -2.96275)  -0.31
P (4.87466, -0.88409, -4.04695)  0.31
F (-0.08695, -2.09574, -4.38827)  -0.33
H (-4.38296, 7.07247, 6.93363)  0.29
O (-5.24087, 4.00987, -0.31700)  -0.59
O (3.50119, -0.45574, -4.96755)  -0.57
H (5.88547, -9.11972, -0.53729)  0.28
C (2.59577, -3.84003, -2.42295)  -1.35
C (-3.42246, 5.64632, 4.95231)  0.74
H (3.45555, -1.05562, -5.70867)  0.29
C (11.30606, -0.33806, -1.19618)  -0.67
C (4.59178, -7.70877, 1.24546)  0.81
H (3.24014, -5.64284, 2.10921)  0.30
O (4.51493, -7.02137, 0.26773)  -0.50
H (-9.37023, 3.10902, -1.38962)  0.30
C (-3.05958, 2.50246, -0.18127)  -0.65
O (-2.76897, 6.47797, 5.76744)  -0.34
H (2.19873, -2.81623, -4.30427)  0.28
H (-2.63105, 3.49703, -0.30216)  0.35
O (-11.31016, 3.86088, -1.40472)  -0.32
C (6.41028, -8.84218, 0.37487)  -0.62
H (-4.33097, 5.05397, 2.56518)  0.24
H (3.00901, -4.81968, -2.62562)  0.48
F (1.29728, -1.62769, -1.18885)  -0.23
C (6.18540, -3.63308, -1.64312)  -1.07
H (-7.66265, 3.74490, 0.70621)  0.20
H (-3.37723, 3.68375, 3.19771)  0.34
H (-13.20737, 1.71825, 1.14385)  0.29
C (1.64994, -3.37527, -3.55395)  -0.92
C (-13.59684, 2.71285, 0.93589)  -0.62
H (6.07323, 0.65077, -2.56959)  0.14
H (5.55423, 1.42465, -4.11462)  0.32
C (-3.38614, 6.64870, 7.04185)  -0.64
C (0.51368, -1.39824, -2.26277)  0.48
O (-4.04412, 2.50453, 0.86359)  -0.29
H (2.06697, -3.87379, -1.47646)  0.34
H (6.92214, -2.98992, -1.16468)  0.19
O (9.93947, -0.63954, -0.93367)  -0.24
S (-1.14617, -0.70967, -1.57002)  1.60
In (4.35085, -2.45901, -2.12876)  0.46
H (6.45054, -0.14285, 1.29814)  0.19
O (-2.75034, 5.57483, 3.81022)  -0.35
H (-6.80483, 5.07520, 1.53609)  0.32
O (10.01702, 0.78935, 0.81290)  -0.58
C (9.42509, 0.00731, 0.11218)  0.69
O (-4.44383, 5.06862, 5.21457)  -0.55
F (-0.98574, 0.68750, -2.30134)  -0.31
H (2.13278, -6.82469, 1.36362)  0.29
C (-7.07575, 4.02074, 1.57988)  -0.64
H (-9.69910, 4.45437, -2.49155)  0.28
C (-9.89720, 4.05449, -1.50198)  -0.64
H (6.98419, -7.93186, 0.21281)  0.31
H (-2.69533, 4.74597, 1.95773)  0.22
H (11.43134, 0.71946, -1.42291)  0.29
H (-14.66905, 2.65268, 0.77380)  0.22
H (11.59026, -0.92728, -2.06337)  0.21
O (3.79657, -7.63848, 2.31338)  -0.33
H (5.97460, -4.45599, -0.96472)  0.17
F (-1.36385, -2.03834, -0.73683)  -0.30
C (2.78865, -6.62767, 2.20912)  -0.61
C (7.46129, 0.25411, 1.32491)  -0.67
O (5.49098, -8.67448, 1.45503)  -0.34
H (-13.39562, 3.37728, 1.77397)  0.29
C (-3.33665, 4.70612, 2.83320)  -0.50
C (-5.07725, 3.30913, 0.64771)  0.81
C (5.28502, 0.75385, -3.30445)  -0.80
H (4.39512, 1.18010, -2.84235)  0.23
O (8.15911, -0.35974, 0.24174)  -0.13
F (-0.39745, -0.07687, -0.30946)  -0.35
H (-9.55569, 4.76795, -0.75455)  0.27
H (7.92721, -0.00086, 2.27544)  0.30
H (-7.66752, 3.84627, 2.47317)  0.30
F (-0.55420, -3.48795, -2.75260)  -0.31
H (7.42819, 1.33454, 1.19710)  0.30
H (6.67366, -4.00949, -2.54018)  0.26
F (-2.50604, -0.16041, -0.95230)  -0.35
O (-13.03313, 3.23408, -0.26820)  -0.33
H (-3.43779, 5.70119, 7.57493)  0.29
H (11.93244, -0.61663, -0.35006)  0.29
O (-10.99681, 3.10018, 0.69678)  -0.54
C (-11.70790, 3.37130, -0.23379)  0.81
C (0.38482, -2.61516, -3.20684)  1.01
H (3.98140, -1.45674, -0.66829)  -0.42
H (-2.28251, 1.81956, 0.12404)  0.15
H (-3.49466, 2.16344, -1.11598)  0.33
H (1.26657, -4.25281, -4.07470)  0.42

Properties
Gap between HOMO and LUMO ... 0.1910 Ha
Net charge ... -1

=====

[2]
The following is a DFT calculation (ωB97M-V with the def2-TZVPD basis set) of a molecular structure, C21H42GeN6PPdSi3.

Each line ends with the Mulliken spin population.
Cartesian coordinates (Å):
Si (2.96425, 1.62810, 1.40212)  0.00
H (1.58674, -5.39847, -3.32502)  0.00
H (1.78038, 2.20524, -4.08032)  0.00
C (-0.57858, 4.72044, 2.09973)  0.00
H (2.02322, 0.84955, 3.60467)  0.00
Ge (0.66974, 1.99480, 0.36278)  0.01
H (2.75084, 3.83226, 2.58010)  0.00
H (-1.30358, -5.59878, 3.11070)  0.00
H (-1.23679, 3.44780, -3.53407)  0.00
H (0.80351, -5.70331, -1.77072)  0.00
H (-2.33826, -5.28189, 1.71382)  0.00
C (1.44154, 4.71905, -1.63411)  0.01
N (-0.34094, -1.78607, 1.54994)  0.10
C (4.02980, 0.82419, 0.04146)  0.00
C (-2.78732, 2.60412, 1.08017)  0.00
C (-0.76795, -2.96223, 1.10180)  0.00
C (-1.32203, -5.20236, 2.09878)  0.00
Si (-1.11159, 2.89933, 1.93972)  0.01
H (1.50546, 5.31428, -2.53802)  0.00
H (0.01520, 1.96651, 3.99082)  0.00
N (-3.49049, -2.27173, -1.63972)  0.00
H (2.74815, -0.92040, -2.27615)  0.00
C (-0.96600, 1.86828, 3.53614)  0.00
H (-3.25966, 0.94454, -1.43179)  0.00
N (1.09297, -3.69563, -2.27834)  0.00
H (0.14895, -1.10045, 3.51451)  0.00
H (-3.52358, -4.08296, -2.68384)  0.00
H (2.73838, 1.74980, -2.68934)  0.00
H (0.43120, 4.79913, 2.49065)  0.00
H (-1.23037, 5.27076, 2.76889)  0.00
C (-0.53191, -3.17507, 3.26509)  0.01
H (-2.94340, 1.54043, 0.91143)  0.00
H (-3.60882, 2.96916, 1.68960)  0.00
C (-2.26940, -2.06004, -1.08536)  0.00
C (2.70397, 0.43599, 2.86684)  0.00
H (-0.65544, -5.80182, 1.47949)  0.00
C (-0.19063, -1.90458, 2.89015)  -0.01
C (2.15961, -2.98998, -2.72302)  0.00
H (-4.25091, -4.13202, -1.06347)  0.00
H (0.84728, 5.27760, -0.91747)  0.00
C (-4.11563, -3.52566, -1.95847)  0.00
C (2.07789, -1.74983, -2.15274)  0.00
H (-5.09249, -3.32478, -2.39073)  0.00
H (2.29691, -0.51045, 2.51618)  0.00
H (-1.54167, 2.01817, -2.56405)  0.00
H (-0.15124, -5.12923, -3.15495)  0.00
H (3.64196, 0.22839, 3.37323)  0.00
C (0.80975, -5.05544, -2.64672)  0.00
H (4.43765, 3.44957, 2.31712)  0.00
H (-2.84317, 3.11482, 0.12361)  0.00
H (3.59758, -0.12515, -0.26553)  0.00
H (-5.02618, -0.94712, -2.28679)  0.00
C (-1.14270, 3.02921, -2.53657)  0.00
H (2.88241, -3.40321, -3.39370)  0.00
C (1.72154, 1.84018, -3.05916)  0.00
H (3.46653, 4.05158, 0.99218)  0.00
H (-0.54116, -3.63922, 4.22785)  0.00
H (-1.69663, 2.18624, 4.27376)  0.00
H (-0.60332, 5.22052, 1.13642)  0.00
P (-1.16211, -3.46225, -0.62887)  0.00
N (-2.05656, -0.75518, -0.94909)  0.02
C (3.45197, 3.40913, 1.86725)  0.00
N (-0.89292, -3.83153, 2.13712)  0.00
C (-4.05501, -1.05998, -1.85483)  0.00
H (-1.76208, 3.62806, -1.87570)  0.00
H (4.11704, 1.46344, -0.83199)  0.00
H (5.03607, 0.62782, 0.39911)  0.00
C (0.38349, -2.88465, -1.45228)  0.00
Si (0.67779, 3.00781, -1.97221)  0.07
H (1.27550, 0.84784, -3.08428)  0.00
Pd (-0.04355, -0.13442, -0.02350)  0.74
N (0.97525, -1.69747, -1.36913)  0.03
C (-3.15640, -0.12367, -1.42248)  0.00
H (-1.14638, 0.81707, 3.32474)  0.00
H (2.44633, 4.62584, -1.23348)  0.00

Properties
Gap between HOMO and LUMO (spin up / spin down) ... 0.2188 / 0.2183 Ha
2S+1 ... 2
Net charge ... +2

=====

[3]
The following is a DFT calculation (ωB97M-V with the def2-TZVPD basis set) of a molecular structure, C21H42LaN11O5.

Each line ends with the Mulliken charge.
Cartesian coordinates (Å):
H (0.67635, -2.07949, -1.26891)  -0.76
C (-2.68373, 2.12029, 6.02659)  -0.53
La (-0.36404, 0.75786, -0.40607)  1.49
H (1.81732, 2.48207, -2.92057)  0.42
H (2.97543, -4.65519, -1.35911)  0.38
N (-0.03319, -2.32928, -0.58894)  0.46
H (3.57418, 2.38808, -2.80753)  0.40
H (0.58267, 0.14970, -3.06028)  -0.13
H (-3.45476, 0.38298, -0.61854)  0.29
H (3.02251, -0.74614, -0.54008)  -0.07
C (-2.15223, 1.39123, 4.97834)  -0.33
H (-2.75911, -3.22927, 0.06067)  0.26
H (-2.99499, -1.04071, 0.06444)  0.14
N (-1.12968, 0.08428, 2.79985)  -1.01
N (-0.93976, -4.19167, 0.43226)  0.14
O (-0.78214, 2.87993, -1.22473)  -0.67
H (1.65141, -0.68130, 1.46607)  0.33
H (3.98994, -0.38416, 0.89974)  0.47
C (2.61332, 0.49120, -3.01266)  -1.21
H (2.76851, 3.35589, 1.50710)  0.39
C (-2.22947, 1.90651, 3.68650)  0.18
C (-2.82402, -0.98153, -1.99322)  -0.35
H (2.69761, 0.55958, -4.10478)  0.57
H (2.01993, 0.89926, 1.66051)  0.16
C (2.21937, -3.87142, -1.29780)  -1.03
H (-0.43241, -5.91497, -1.42112)  0.38
H (1.92978, 4.77892, 0.90426)  0.55
H (2.14622, -3.39883, -2.28962)  0.31
H (-3.69239, 3.91344, 6.63092)  0.38
O (-1.83058, 1.72758, 1.38754)  -0.47
N (1.40943, -0.23638, -2.59476)  -0.43
H (4.46446, 1.18971, -1.00161)  0.31
H (-2.62693, 1.71836, 7.02879)  0.37
C (-3.34967, 3.85887, 4.51577)  -0.59
N (0.98171, -4.47230, -0.85293)  0.04
C (0.00019, -3.59174, -0.34555)  0.44
H (3.39590, 3.92632, -0.82116)  0.30
N (-1.33009, 0.75513, -2.67422)  0.13
H (2.54820, -3.12937, -0.57198)  0.30
C (-2.06400, -3.39488, 0.88827)  -0.67
C (0.51676, -5.50982, -1.75903)  -1.13
H (1.25346, -6.31426, -1.78726)  0.33
H (-2.01399, 2.34835, -3.86753)  0.51
C (2.63471, 1.91601, -2.47519)  -1.11
H (1.48356, -1.19102, -2.93468)  0.27
C (3.60588, 1.33273, -0.33218)  -1.60
N (1.91763, 0.16295, 0.96621)  -0.34
H (-2.11719, -1.81370, -2.02038)  0.04
H (-3.82334, -1.34531, -2.25456)  0.42
H (-1.71016, -2.43566, 1.26777)  -0.07
H (-2.86513, 3.50941, 2.44208)  0.45
C (-0.54152, 3.06403, -2.47217)  0.44
H (-2.58736, -3.93481, 1.67433)  0.47
C (-2.42794, 0.09056, -3.03205)  0.10
H (1.68656, 3.90248, -1.30257)  0.43
N (0.74998, 3.00352, 1.09905)  -0.08
N (2.49925, 2.00743, -1.01726)  1.24
O (-3.12535, 0.25638, -4.03193)  -0.76
C (-0.73636, -5.46213, 1.09426)  -1.27
H (0.38411, -5.12710, -2.77907)  0.34
H (0.25199, -5.85113, 0.87094)  0.42
C (-2.82526, 3.14014, 3.45559)  -0.34
O (0.10895, 4.00306, -2.92659)  -0.72
C (-3.28230, 3.35176, 5.80296)  -0.44
H (-3.80997, 4.81919, 4.33017)  0.37
H (3.95379, 1.95845, 0.49319)  0.44
H (0.04676, 3.35423, 0.44092)  0.28
H (-0.81974, -5.33428, 2.17751)  0.43
C (-1.08279, 1.98404, -3.41964)  -0.78
H (0.43574, 3.27686, 2.02577)  0.16
H (-0.37218, 1.84853, -4.24628)  0.37
H (-1.48995, -6.19261, 0.78305)  0.34
C (2.00581, 3.68835, 0.79280)  -1.17
O (-0.65612, -0.51588, 1.76685)  -0.17
H (3.48424, -0.06314, -2.65340)  0.39
C (2.42605, 3.43032, -0.65167)  -0.83
C (3.18031, -0.01512, 0.25466)  -0.15
N (-2.76464, -0.36511, -0.65671)  -0.35
H (-1.68223, 0.43637, 5.14953)  0.42
N (-1.70326, 1.19734, 2.57107)  1.35

Properties
Relative energy (zero: lowest compared OMol25 entry of this formula, charge and spin) ... 0.0 kcal/mol
Gap between HOMO and LUMO ... 0.3007 Ha